ORCA calculation (the ωB97M-V functional and the def2-TZVPD basis) on a structure of composition C21H20N5S12V at a distorted geometry.

## Properties
DFT total energy = -6808.43857 Ha
E_HOMO (alpha / beta) = -4.280 / -4.811 eV
2S+1 = 4
ΔE to the lowest compared entry with this formula, charge and spin = 136.1 kJ/mol
total charge = -1

Last column: Löwdin charge in e.
Geometry (Å):
V1 -0.016 -0.838 0.044  0.06
S1 -1.811 -2.353 0.490  0.62
C1 -0.830 -3.152 -0.655  -0.79
C2 -1.107 -4.411 -1.202  -0.10
C3 -0.255 -4.922 -2.155  -0.08
C4 0.870 -4.179 -2.518  -0.08
C5 1.096 -2.962 -1.906  -0.15
N1 0.261 -2.440 -1.011  -0.17
H1 -1.980 -4.944 -0.862  0.10
H2 -0.451 -5.881 -2.615  0.10
H3 1.558 -4.545 -3.262  0.09
H4 1.978 -2.376 -2.144  0.10
N2 1.853 0.365 -0.322  -0.08
N3 2.290 0.904 -1.542  -0.08
C6 2.087 2.212 -1.813  -0.93
N4 2.283 2.605 -3.090  0.08
S2 1.746 3.298 -0.608  0.62
H5 1.648 1.189 0.272  -0.05
H6 2.625 -0.140 0.136  0.06
H7 2.335 0.252 -2.319  0.06
H8 2.292 1.928 -3.838  0.06
H9 2.034 3.553 -3.308  0.09
C7 4.030 0.417 3.416  -0.36
S3 2.481 1.169 2.804  0.80
C8 1.340 0.120 3.630  -1.02
C9 0.909 -1.071 3.149  -1.13
S4 1.467 -1.861 1.747  0.59
S5 -0.246 -1.916 4.195  0.90
C10 -0.281 -0.745 5.484  -1.52
S6 -1.161 -0.927 6.851  0.48
S7 0.713 0.651 5.184  0.87
H10 4.848 0.917 2.910  0.03
H11 4.015 -0.643 3.178  0.03
H12 4.094 0.576 4.488  0.03
C11 -3.442 -2.543 -3.375  -0.37
S8 -3.460 -0.856 -4.069  0.78
C12 -1.742 -0.681 -4.362  -1.02
C13 -0.838 -0.309 -3.421  -1.08
S9 -1.195 0.231 -1.855  0.62
S10 0.831 -0.273 -4.057  0.88
C14 0.490 -0.624 -5.732  -1.51
S11 1.654 -0.611 -6.883  0.49
S12 -1.182 -0.974 -6.009  0.89
H13 -4.476 -2.833 -3.232  0.03
H14 -2.912 -2.525 -2.427  0.00
H15 -2.954 -3.207 -4.084  0.04
N5 -0.562 0.575 1.055  0.01
C15 -1.000 1.494 1.619  -0.05
C16 -1.481 2.617 2.300  -0.19
C17 -1.870 2.528 3.646  -0.03
C18 -2.286 3.659 4.318  -0.07
C19 -2.344 4.882 3.665  -0.08
C20 -1.994 4.971 2.325  -0.08
C21 -1.559 3.855 1.641  -0.02
H16 -1.840 1.575 4.151  0.10
H17 -2.569 3.589 5.360  0.11
H18 -2.660 5.765 4.203  0.10
H19 -2.057 5.922 1.813  0.10
H20 -1.267 3.925 0.605  0.11